{"formula": "C46H45BCl2EuIN7O5S", "method": "ωB97M-V with the def2-TZVPD basis set", "lumo_ev": [0.3, 0.3], "gap_ev": [5.499, 8.124], "s2": 15.759, "e_tot_ha": -4891.0388, "spin_multiplicity": 8, "homo_ev": [-5.25, -7.87], "symbols": ["Eu", "C", "C", "C", "C", "N", "N", "B", "N", "N", "C", "C", "C", "C", "C", "C", "C", "C", "C", "C", "N", "N", "C", "C", "C", "C", "C", "C", "C", "C", "C", "C", "C", "C", "C", "C", "C", "C", "H", "H", "H", "H", "H", "H", "H", "H", "H", "H", "H", "H", "H", "H", "H", "H", "H", "H", "H", "H", "H", "H", "H", "H", "H", "H", "H", "H", "Cl", "C", "Cl", "H", "H", "C", "S", "C", "O", "H", "H", "H", "H", "H", "H", "I", "C", "C", "C", "C", "C", "N", "H", "H", "H", "H", "O", "C", "O", "C", "C", "C", "C", "O", "C", "O", "C", "C", "H", "H", "H", "H", "H"], "positions_angstrom": [[-0.29, 0.17, -0.13], [-4.04, 3.14, -3.27], [-3.62, 2.45, -2.02], [-4.36, 2.31, -0.87], [-3.56, 1.55, -0.01], [-2.40, 1.25, -0.62], [-2.44, 1.83, -1.84], [-1.26, 1.87, -2.86], [-0.08, 2.63, -2.21], [0.41, 2.35, -0.99], [1.40, 3.22, -0.74], [1.53, 4.09, -1.84], [0.58, 3.68, -2.75], [0.30, 4.27, -4.09], [2.19, 3.25, 0.49], [3.12, 4.27, 0.71], [3.88, 4.30, 1.86], [3.74, 3.31, 2.82], [2.82, 2.29, 2.62], [2.06, 2.26, 1.46], [-0.83, 0.47, -3.30], [-0.49, -0.52, -2.44], [-0.16, -1.59, -3.17], [-0.27, -1.28, -4.53], [-0.70, 0.04, -4.58], [-0.98, 0.83, -5.80], [0.19, -2.91, -2.65], [1.33, -3.14, -1.89], [1.64, -4.42, -1.46], [0.81, -5.48, -1.78], [-0.30, -5.27, -2.57], [-0.62, -3.99, -3.00], [-3.92, 1.11, 1.34], [-4.94, 1.76, 2.03], [-5.33, 1.34, 3.29], [-4.69, 0.27, 3.90], [-3.68, -0.39, 3.22], [-3.31, 0.02, 1.95], [-5.06, 3.47, -3.18], [-3.97, 2.46, -4.12], [-3.40, 4.00, -3.48], [-5.35, 2.66, -0.69], [-1.61, 2.46, -3.80], [2.21, 4.91, -1.98], [0.93, 5.14, -4.23], [-0.74, 4.58, -4.15], [0.50, 3.56, -4.88], [3.24, 5.06, -0.02], [4.58, 5.10, 2.01], [4.33, 3.34, 3.72], [2.70, 1.52, 3.36], [1.35, 1.44, 1.31], [-0.03, -1.92, -5.36], [-0.84, 0.21, -6.68], [-0.31, 1.69, -5.87], [-2.00, 1.20, -5.80], [2.01, -2.33, -1.69], [2.54, -4.60, -0.88], [1.06, -6.48, -1.44], [-0.92, -6.10, -2.87], [-1.48, -3.82, -3.63], [-5.43, 2.61, 1.58], [-6.13, 1.86, 3.80], [-4.98, -0.04, 4.89], [-3.19, -1.24, 3.69], [-2.54, -0.53, 1.41], [-2.35, 4.22, 3.78], [-1.37, 2.84, 3.27], [-1.06, 2.85, 1.52], [-1.93, 1.93, 3.49], [-0.41, 2.88, 3.79], [0.16, -0.13, 4.92], [0.67, -0.63, 3.21], [0.20, -2.38, 3.39], [-0.40, -0.01, 2.35], [-0.15, -0.98, 5.51], [-0.68, 0.56, 4.83], [0.99, 0.37, 5.40], [0.69, -2.80, 4.26], [0.55, -2.89, 2.50], [-0.88, -2.46, 3.47], [-3.80, -1.28, -2.26], [-3.04, -2.41, -0.67], [-3.90, -3.26, 0.01], [-3.35, -4.08, 0.99], [-1.98, -4.07, 1.17], [-1.22, -3.17, 0.44], [-1.75, -2.29, -0.42], [-4.95, -3.30, -0.23], [-3.98, -4.73, 1.57], [-1.50, -4.74, 1.87], [-0.13, -3.15, 0.49], [1.87, 0.01, -0.75], [2.15, -0.81, 0.16], [1.22, -1.36, 0.83], [3.56, -1.14, 0.44], [4.54, -0.70, -0.45], [5.88, -1.01, -0.27], [6.20, -1.76, 0.84], [7.42, -2.21, 1.23], [7.20, -2.94, 2.43], [5.83, -2.90, 2.75], [5.23, -2.19, 1.75], [3.90, -1.90, 1.57], [4.23, -0.11, -1.30], [6.64, -0.68, -0.95], [7.79, -2.49, 3.25], [7.51, -3.99, 2.28], [3.15, -2.24, 2.27]], "lowdin_charge": [1.52, -0.02, -0.30, 0.01, -0.31, -0.08, 0.00, -0.54, 0.04, -0.03, -0.24, 0.03, -0.26, -0.02, -0.16, -0.02, -0.08, -0.09, -0.08, -0.08, 0.02, -0.02, -0.27, 0.03, -0.27, -0.02, -0.18, -0.03, -0.08, -0.10, -0.08, -0.04, -0.18, -0.03, -0.08, -0.09, -0.09, -0.06, 0.08, 0.08, 0.08, 0.11, 0.10, 0.10, 0.08, 0.08, 0.07, 0.10, 0.10, 0.10, 0.08, 0.03, 0.11, 0.08, 0.07, 0.08, 0.10, 0.10, 0.10, 0.10, 0.11, 0.11, 0.10, 0.10, 0.10, 0.06, 0.53, -0.97, 0.69, 0.00, 0.03, -0.20, 0.90, -0.22, -0.67, 0.04, 0.03, 0.04, 0.06, 0.02, 0.05, 1.06, -0.75, -0.13, -0.06, -0.06, -0.15, 0.00, 0.09, 0.11, 0.11, 0.09, -0.13, -0.66, -0.25, -0.13, 0.00, 0.02, -0.21, 0.04, -0.15, 0.03, -0.19, 0.08, 0.12, 0.12, 0.14, 0.14, 0.11]}

***

{"formula": "CH10O4", "method": "ωB97M-V with the def2-TZVPD basis set", "lumo_ev": [-4.7, -11.4], "gap_ev": [8.451, 1.781], "s2": 0.754, "e_tot_ha": -344.6226, "e_above_lowest_kj_mol": 60.19, "charge": 1, "spin_multiplicity": 2, "homo_ev": [-13.16, -13.15], "symbols": ["C", "O", "H", "H", "H", "H", "O", "H", "H", "O", "H", "H", "O", "H", "H"], "positions_angstrom": [[-7.89, 5.75, 3.69], [-8.72, 6.21, 4.65], [-8.44, 5.02, 3.09], [-7.63, 6.59, 3.06], [-7.00, 5.32, 4.16], [-8.49, 5.75, 5.46], [-3.03, 1.86, 6.22], [-3.38, 2.30, 5.45], [-2.82, 0.97, 5.92], [-5.05, 2.66, 3.80], [-5.99, 2.86, 3.82], [-4.66, 3.38, 3.31], [-4.23, 4.67, 1.99], [-4.34, 5.54, 2.37], [-3.32, 4.64, 1.70]], "lowdin_charge": [0.02, 0.30, 0.19, 0.16, 0.13, 0.18, -0.06, -0.01, 0.03, -0.04, 0.02, -0.02, -0.03, 0.05, 0.07]}

***

{"formula": "C3H9N5", "method": "ωB97M-V with the def2-TZVPD basis set", "lumo_ev": [-11.6, -11.3], "gap_ev": [7.098, 7.389], "e_tot_ha": -392.5173, "e_above_lowest_kj_mol": 873.59, "charge": 2, "homo_ev": [-18.65, -18.74], "symbols": ["C", "C", "C", "N", "N", "N", "N", "N", "H", "H", "H", "H", "H", "H", "H", "H", "H"], "positions_angstrom": [[-0.12, 2.01, -0.59], [0.82, -0.44, 1.44], [-0.34, -1.17, -0.62], [-0.02, 1.71, 0.70], [-0.37, 1.19, -1.57], [0.84, -0.82, 0.04], [0.10, 0.89, 1.59], [-0.85, -0.09, -1.50], [0.09, 2.97, -0.74], [0.22, -1.13, 2.03], [1.97, -0.41, 1.73], [-0.12, -2.01, -1.18], [-1.09, -1.41, 0.02], [-0.44, 1.71, -2.42], [1.47, -0.23, -0.48], [-0.77, 1.64, 3.05], [-1.20, -0.30, -2.42]], "lowdin_charge": [0.00, -0.09, -0.14, 0.12, 0.14, 0.00, 0.11, 0.12, 0.13, 0.14, 0.21, 0.14, 0.12, 0.20, 0.14, 0.48, 0.17]}

***

{"formula": "H8O4", "method": "ωB97M-V with the def2-TZVPD basis set", "lumo_ev": 0.3, "gap_ev": 11.131, "smiles": "O.O.O.O", "e_tot_ha": -305.7383, "e_above_lowest_kj_mol": 107.50, "homo_ev": -10.86, "symbols": ["O", "H", "H", "O", "H", "H", "O", "H", "H", "O", "H", "H"], "positions_angstrom": [[0.82, 0.16, 0.15], [1.22, 1.03, 0.17], [-0.09, 0.32, -0.09], [0.28, -1.25, -2.33], [-0.44, -0.63, -2.28], [0.83, -0.93, -3.04], [-2.54, 1.63, -0.05], [-3.46, 1.73, -0.31], [-2.48, 0.73, 0.27], [2.33, -0.83, 2.54], [1.71, -0.57, 1.85], [1.82, -1.40, 3.12]], "lowdin_charge": [-0.03, 0.06, 0.02, -0.05, 0.02, 0.04, -0.05, 0.04, 0.03, -0.06, -0.02, 0.03]}